# 1
Entry from OMol25: an isolated molecule of C3H5N2P (ωB97M-V/def2-TZVPD).

## Properties
- HOMO-LUMO gap (alpha / beta): 0.2947 / 0.3004 Ha
- Energy: -15457.289 eV
- Charge: 0

```
11
Properties=species:S:1:pos:R:3:forces:R:3:mulliken_charge:R:1
C 1.3890 -1.1515 -0.0576 0.359 0.281 0.844 -0.151
C -0.3020 0.3753 0.1190 -0.931 -1.094 -0.737 0.708
C -1.7908 0.4858 0.2663 -1.872 -0.446 1.504 -0.828
N 0.1436 -1.0190 0.0762 -0.951 1.621 -0.013 -0.481
N 0.3422 1.4311 -0.0415 2.799 -1.075 0.303 -0.609
P 2.6324 0.2230 0.0003 -2.554 0.402 0.314 0.058
H 1.5653 -2.1998 0.0026 1.352 -0.865 -0.319 0.452
H -2.4081 0.3256 -0.6663 1.040 -0.096 0.857 0.226
H -1.9544 1.5393 0.5807 -0.391 -0.813 0.005 0.307
H -2.1829 -0.2912 1.0987 0.944 1.890 -1.904 0.250
H 2.5658 0.2813 -1.3785 0.205 0.194 -0.855 0.067
```
Forces are in eV/Å.


# 2
Entry from OMol25: a structure of composition C45H60ClInN6O4P2 (ωB97M-V/def2-TZVPD).

## Properties
- HOMO-LUMO gap: 0.2412 Ha
- Energy: -101043.315 eV
- Charge: 0

```
119
Properties=species:S:1:pos:R:3:forces:R:3:mulliken_charge:R:1
In 0.3499 0.7320 0.2287 -0.011 -0.024 0.305 1.715
C 4.5025 0.0738 1.2377 0.000 -0.068 0.049 -1.115
C 3.6013 -0.9348 1.9588 0.056 0.168 -0.066 0.744
C 4.3308 -1.5880 3.1362 0.026 0.016 0.019 -1.744
P 1.9217 -0.2053 2.2537 -0.214 0.310 0.379 1.160
C 1.1931 -1.2825 3.5799 -0.215 -0.106 -0.275 0.333
C 1.0902 -2.7432 3.1277 0.055 0.043 -0.014 -1.460
C -0.1923 -0.7655 3.9848 0.171 -0.044 -0.016 -1.825
C 2.0577 1.3673 3.1571 0.110 -0.070 0.070 0.034
C 3.0317 1.5339 4.1532 -0.102 -0.038 -0.032 -0.263
C 3.0292 2.5845 5.0523 0.077 -0.013 0.036 0.226
C 4.1354 2.7807 6.0615 -0.105 0.004 -0.102 -1.706
C 1.9347 3.4484 4.9878 -0.002 -0.027 -0.016 -1.161
C 0.9676 3.3210 4.0144 0.034 0.006 -0.034 -0.576
C 1.0255 2.3303 3.0046 -0.276 0.058 -0.150 -0.218
N 0.0585 2.2204 2.0116 0.068 0.305 -0.006 0.377
C -0.7268 3.3231 1.6290 0.258 -0.098 0.263 -0.537
C -0.3567 4.6793 1.7244 0.055 -0.088 -0.081 -0.436
C -1.1950 5.6983 1.3021 0.046 -0.011 0.007 -1.226
C -2.4439 5.4412 0.7377 -0.013 0.071 -0.081 0.773
C -3.3671 6.5525 0.2870 0.113 -0.136 0.006 -1.570
C -2.8009 4.1068 0.5926 0.109 -0.063 -0.095 -0.097
C -1.9760 3.0660 1.0233 -0.210 0.035 -0.065 -0.596
P -2.3193 1.3102 0.7870 0.074 0.438 -0.115 1.251
C -2.9982 0.8194 2.4460 0.025 -0.281 -0.152 1.122
C -3.4338 -0.6505 2.4413 -0.004 -0.030 0.026 -1.199
C -4.0741 1.7275 3.0426 -0.043 -0.095 0.037 -1.579
C -3.6483 1.1959 -0.4965 -0.046 -0.310 0.049 0.501
C -3.6062 -0.2177 -1.1111 -0.117 0.057 0.039 -0.769
C -5.0875 1.5467 -0.1085 -0.010 -0.011 -0.032 -1.813
H 5.4704 -0.3836 1.0141 -0.042 0.010 0.018 0.499
H 4.0621 0.3991 0.2950 0.075 -0.041 0.111 0.100
H 4.6765 0.9615 1.8504 -0.012 -0.042 -0.031 0.161
H 3.3628 -1.7277 1.2450 -0.002 -0.106 -0.082 0.199
H 4.7777 -0.8518 3.8053 -0.017 -0.036 -0.041 0.346
H 3.6895 -2.2406 3.7294 0.065 0.053 -0.041 0.353
H 5.1470 -2.1984 2.7412 -0.002 0.010 0.027 0.487
H 1.8710 -1.1958 4.4295 0.071 -0.005 0.113 1.053
H 0.3018 -2.8499 2.3820 0.026 -0.011 0.014 0.021
H 2.0168 -3.1263 2.6896 -0.102 0.017 0.048 0.354
H 0.8350 -3.3805 3.9796 0.009 0.032 -0.043 0.551
H -0.8407 -0.7274 3.1070 0.074 -0.065 0.068 0.165
H -0.6450 -1.4463 4.7141 0.052 0.049 -0.056 0.613
H -0.1438 0.2295 4.4301 0.020 -0.001 -0.032 0.261
H 3.8170 0.7919 4.2416 -0.047 0.045 -0.014 0.001
H 4.7105 1.8637 6.2029 -0.030 0.027 -0.006 0.361
H 4.8302 3.5597 5.7338 -0.019 -0.037 0.026 0.317
H 3.7381 3.0858 7.0324 0.014 -0.024 -0.041 0.370
H 1.8337 4.2327 5.7326 -0.017 -0.008 -0.048 0.364
H 0.1208 3.9904 4.0343 -0.014 0.045 -0.004 0.671
H 0.6220 4.9307 2.1050 0.017 0.024 0.021 0.701
H -0.8615 6.7287 1.4022 -0.012 -0.097 0.010 0.306
H -2.9816 7.5285 0.5838 0.000 -0.037 -0.007 0.392
H -3.4871 6.5583 -0.8008 0.008 0.008 0.059 0.292
H -4.3619 6.4388 0.7220 0.013 0.010 0.001 0.332
H -3.7512 3.8754 0.1192 0.089 0.021 0.067 0.132
H -2.1031 0.9106 3.0645 0.035 0.058 0.008 -0.204
H -4.3601 -0.7831 1.8729 0.057 0.014 0.057 0.298
H -2.6658 -1.2924 2.0001 -0.111 0.091 0.037 -0.024
H -3.6254 -0.9903 3.4641 -0.001 0.036 -0.055 0.403
H -5.0519 1.5430 2.5924 0.087 0.045 0.049 0.295
H -4.1616 1.5160 4.1144 -0.005 0.013 -0.103 0.482
H -3.8322 2.7842 2.9324 0.020 0.014 -0.012 0.299
H -3.3106 1.9122 -1.2517 0.073 0.023 -0.068 0.555
H -4.0335 -0.9500 -0.4174 0.048 0.085 -0.090 0.297
H -4.2003 -0.2457 -2.0325 0.018 0.006 0.097 0.606
H -2.5868 -0.5341 -1.3329 -0.041 0.054 0.044 -0.539
H -5.5085 0.7884 0.5570 0.048 0.069 -0.052 0.336
H -5.1820 2.5170 0.3803 -0.010 -0.110 0.001 0.341
H -5.7052 1.5648 -1.0118 -0.002 -0.013 0.044 0.456
C 0.0557 -2.8650 -8.1125 0.003 -0.035 -0.059 -0.797
O 1.1560 -3.6512 -7.6980 -0.114 0.136 -0.187 -0.464
C 1.0699 -4.2304 -6.4768 -0.106 -0.044 0.156 0.965
C 2.1377 -5.0441 -6.1167 0.216 -0.127 0.027 -0.664
C 2.1220 -5.7085 -4.9093 0.173 -0.082 0.001 -0.112
C 1.0743 -5.5377 -4.0063 -0.057 0.149 0.131 -0.364
C 0.0109 -4.7217 -4.3688 -0.051 -0.032 0.079 -0.417
C -0.0044 -4.0810 -5.6074 -0.041 -0.019 0.176 -0.379
N 1.0921 -6.3994 -2.8543 -0.391 0.211 0.496 -0.524
N 0.7188 -6.0878 -1.7035 0.434 -0.008 -0.457 -0.450
C 0.4170 -4.7669 -1.2356 -0.105 0.042 -0.297 0.288
C -0.6501 -4.6856 -0.3697 -0.092 -0.120 -0.045 -0.378
C -1.0837 -3.4808 0.1905 -0.112 -0.007 0.033 -0.495
C -0.4068 -2.2900 -0.0421 0.014 0.147 0.103 -0.564
O -0.7628 -1.1624 0.5018 0.269 -0.241 -0.353 0.688
C 0.7645 -2.3668 -0.8865 0.026 0.124 0.002 -0.900
N 1.4401 -1.2017 -1.0627 -0.030 -0.079 -0.240 0.915
C 2.5153 -1.1928 -1.8155 -0.026 -0.083 0.123 -0.621
C 3.0571 -2.3675 -2.3679 0.059 -0.010 -0.009 -1.708
C 2.4095 -3.5552 -2.1740 0.005 0.042 -0.055 -1.086
C 1.1828 -3.5871 -1.4704 0.125 -0.061 -0.003 1.114
H 0.2805 -2.5301 -9.1186 0.037 0.013 -0.076 0.255
H -0.0740 -1.9949 -7.4681 -0.015 0.074 0.081 0.294
H -0.8705 -3.4458 -8.1257 0.023 -0.016 -0.006 0.339
H 2.9547 -5.1666 -6.8202 -0.071 0.003 0.095 0.446
H 2.9307 -6.3818 -4.6435 -0.068 0.028 -0.029 0.438
H -0.8328 -4.6071 -3.6980 0.032 0.014 -0.014 0.391
H -0.8640 -3.4838 -5.8825 0.054 -0.019 0.064 0.379
H -1.1762 -5.6097 -0.1454 0.024 0.108 0.006 0.444
H -1.9468 -3.4565 0.8476 0.057 -0.046 -0.050 0.460
H 3.0008 -0.2350 -1.9722 -0.028 -0.102 -0.003 0.637
H 3.9874 -2.3242 -2.9217 -0.064 0.009 0.032 0.462
H 2.8394 -4.4720 -2.5523 -0.028 0.034 -0.001 0.736
C -1.7848 -0.3809 -4.3090 -0.050 -0.022 -0.075 -0.650
O -1.7664 1.0506 -4.2001 -0.050 -0.202 -0.084 -0.568
C -1.1406 1.5038 -3.1032 0.023 -0.364 0.211 0.197
O -0.6568 0.7569 -2.2679 -0.117 0.458 -0.185 0.083
N -1.1643 2.8576 -3.0952 0.106 -0.398 0.233 -0.226
N -0.4940 3.5384 -2.0993 0.044 0.037 0.225 -0.204
H -2.3210 -0.5937 -5.2278 -0.010 0.009 -0.050 0.281
H -2.2962 -0.8293 -3.4613 -0.015 0.033 -0.011 0.192
H -0.7725 -0.7747 -4.3541 0.082 -0.001 -0.030 0.296
H -1.5762 3.3247 -3.8788 -0.137 0.138 -0.275 0.224
H -1.1130 4.1393 -1.5787 -0.144 0.105 0.226 0.131
H 0.2874 4.0582 -2.4640 0.198 0.084 -0.006 0.295
Cl 2.2793 3.5356 -0.1726 -0.063 -0.015 -0.034 -0.228
C 1.9330 1.8973 -0.8150 -0.260 -0.239 0.135 -0.941
H 2.8709 1.3562 -0.7183 -0.111 0.097 -0.069 -0.032
H 1.6835 1.9926 -1.8683 0.007 0.050 0.017 0.473
```
Forces are in eV/Å.


Which value of energy does entry 1 give? -15457.289 eV